Record 1
A molecular structure, C18H17N4O6Pb. Source: OMol25; level of theory: ωB97M-V with the def2-TZVPD basis set.

Each line ends with the natural charge from an NBO analysis.
Geometry (Å):
Pb (-0.01579, 0.12722, -0.06873)  1.524
O (1.75438, -3.43178, 3.82173)  -0.711
C (2.75023, -3.52698, 2.92735)  0.433
C (3.75217, -4.46546, 3.18800)  -0.315
C (4.81307, -4.61404, 2.31714)  -0.182
C (4.89590, -3.82984, 1.16995)  -0.278
C (3.90423, -2.90377, 0.90720)  -0.134
C (2.81942, -2.73360, 1.76592)  -0.256
C (1.77854, -1.70586, 1.41717)  0.546
O (1.92814, -1.17231, 0.28011)  -0.740
N (0.88848, -1.44602, 2.42060)  -0.549
N (-0.10475, -0.41309, 2.21525)  -0.352
C (-0.15417, 0.54858, 3.03562)  0.099
C (-1.01824, 1.76707, 2.82351)  -0.099
C (-1.73048, 2.16991, 3.95223)  -0.194
C (-2.57753, 3.26426, 3.94110)  -0.248
C (-2.70787, 4.00270, 2.77555)  -0.196
C (-1.98576, 3.65317, 1.64956)  -0.233
C (-1.12540, 2.55656, 1.63094)  0.316
O (-0.40958, 2.35588, 0.49666)  -0.533
H (1.16245, -2.69314, 3.50587)  0.509
H (3.67380, -5.06397, 4.08631)  0.212
H (5.58394, -5.34487, 2.53143)  0.200
H (5.72438, -3.94095, 0.48283)  0.204
H (3.94837, -2.28919, 0.01915)  0.240
H (0.44584, 0.52013, 3.95073)  0.180
H (-1.63076, 1.58073, 4.85731)  0.204
H (-3.13235, 3.53352, 4.83048)  0.206
H (-3.36598, 4.86206, 2.74076)  0.207
H (-2.06497, 4.23237, 0.73951)  0.236
C (0.88911, -3.26481, -3.57355)  -0.679
C (0.51087, -2.06232, -2.76914)  0.248
N (0.72440, -1.89142, -1.51205)  -0.239
O (1.31005, -3.09426, -0.96230)  -0.612
C (-0.16404, -0.92214, -3.44206)  -0.024
C (-0.48018, -0.97719, -4.90768)  -0.664
N (-0.53792, 0.11307, -2.70057)  -0.070
O (-1.18670, 1.05040, -3.26756)  -0.556
H (1.22630, -4.07488, -2.93636)  0.245
H (1.68964, -3.00534, -4.26862)  0.223
H (0.02964, -3.60138, -4.15403)  0.222
H (1.32058, -2.82092, -0.03260)  0.475
H (0.25330, -1.57455, -5.45230)  0.190
H (-0.47512, 0.03245, -5.31804)  0.237
H (-1.47201, -1.40626, -5.09430)  0.199
O (-1.43160, 1.77848, -0.81659)  -0.492

As for the net charge: -1. As for the multiplicity: 1. Its HOMO-LUMO gap is 6.266 eV. The calculation puts the lowest unoccupied orbital energy at 2.473 eV. The value obtained for the electronic energy is -1559.1817 Ha. As for the HOMO energy: -0.13937 hartree.

***

Record 2
A single C18H17NO4 molecule. Source: OMol25; level of theory: ωB97M-V with the def2-TZVPD basis set.

Each line ends with the natural charge from an NBO analysis.
Geometry (Å):
C (6.24196, 2.42859, 0.50094)  -0.714
C (4.87373, 1.90649, 0.10335)  0.686
O (4.01873, 2.59888, -0.39200)  -0.588
N (4.74445, 0.57046, 0.36596)  -0.635
C (3.64450, -0.26555, 0.14342)  0.215
C (2.37769, 0.24661, -0.10313)  -0.199
C (1.30472, -0.61090, -0.31960)  -0.169
C (-0.03251, -0.02416, -0.55661)  0.798
O (-0.34924, 1.10952, -0.29843)  -0.588
O (-0.87448, -0.90516, -1.13621)  -0.497
C (-2.20996, -0.46396, -1.26657)  -0.185
C (-2.91801, -0.51821, 0.08947)  0.540
O (-2.35085, -0.95491, 1.06131)  -0.522
C (-4.30900, -0.01270, 0.13304)  -0.111
C (-4.92826, 0.05546, 1.38247)  -0.161
C (-6.22455, 0.51566, 1.50216)  -0.218
C (-6.92266, 0.91153, 0.37254)  -0.182
C (-6.31838, 0.84540, -0.87325)  -0.222
C (-5.01944, 0.38836, -0.99813)  -0.188
C (1.49233, -1.98783, -0.27697)  -0.165
C (2.75241, -2.49084, -0.01706)  -0.211
C (3.84041, -1.65575, 0.19252)  -0.038
C (5.19541, -2.24329, 0.46521)  -0.646
H (6.29217, 3.49153, 0.28500)  0.244
H (7.02046, 1.91446, -0.05932)  0.225
H (6.41013, 2.27153, 1.56439)  0.226
H (5.56305, 0.10529, 0.72930)  0.398
H (2.21634, 1.31150, -0.13811)  0.269
H (-2.68896, -1.14211, -1.97582)  0.216
H (-2.22885, 0.56636, -1.64192)  0.225
H (-4.36527, -0.25725, 2.24908)  0.236
H (-6.69254, 0.56662, 2.47385)  0.217
H (-7.93692, 1.27167, 0.46099)  0.216
H (-6.86396, 1.15371, -1.75281)  0.216
H (-4.56837, 0.34306, -1.97690)  0.211
H (0.65571, -2.64924, -0.43148)  0.231
H (2.89946, -3.56054, 0.02393)  0.210
H (5.92683, -1.89780, -0.26605)  0.218
H (5.15008, -3.32764, 0.40947)  0.230
H (5.54667, -1.97535, 1.46308)  0.214

As for the net charge: 0. As for the multiplicity: 1. Its HOMO-LUMO gap is 8.807 eV. The calculation puts the lowest unoccupied orbital energy at 0.238 eV. The structure (SMILES) is CC(=O)Nc1cc(C(=O)OCC(=O)c2ccccc2)ccc1C. The value obtained for the electronic energy is -1051.8788 Ha. As for the HOMO energy: -0.31492 hartree.

***

Record 3
A molecular structure, C18H18BrClN2O3PtS3. Source: OMol25; level of theory: ωB97M-V with the def2-TZVPD basis set.

Each line ends with the natural charge from an NBO analysis.
Geometry (Å):
Pt (-0.05590, 0.15780, -0.03700)  0.913
S (1.75680, 4.37570, 0.56560)  0.449
C (1.16860, 2.81170, 0.98380)  -0.071
N (0.79470, 2.06300, -0.00370)  -0.554
C (0.94930, 2.69040, -1.21230)  0.188
C (0.63050, 2.15710, -2.45840)  -0.207
C (0.86690, 2.92340, -3.57800)  -0.188
C (1.40600, 4.20730, -3.47050)  -0.195
C (1.71630, 4.75390, -2.24070)  -0.214
C (1.48230, 3.98560, -1.11090)  -0.232
H (1.11380, 2.50630, 2.01200)  0.240
H (0.20800, 1.15960, -2.51040)  0.238
H (0.62900, 2.53120, -4.55520)  0.224
H (1.58030, 4.78570, -4.36650)  0.223
H (2.12640, 5.74710, -2.15100)  0.226
Cl (-1.97310, -1.09650, 0.01870)  -0.460
Br (4.04950, -2.99410, 5.60570)  0.051
C (2.87030, -2.06910, 4.42990)  -0.079
C (2.38130, -0.82950, 4.81020)  -0.260
C (1.52430, -0.15380, 3.95860)  -0.164
C (1.16760, -0.71600, 2.74580)  -0.263
C (1.65870, -1.95970, 2.37530)  -0.064
C (2.52040, -2.64380, 3.22410)  -0.220
C (1.30790, -2.63690, 1.05030)  0.752
O (1.46160, -3.84230, 0.96170)  -0.622
O (0.93250, -1.89480, 0.08620)  -0.747
H (2.65970, -0.40340, 5.76070)  0.225
H (1.13890, 0.81380, 4.24820)  0.194
H (0.47880, -0.18670, 2.07350)  0.190
H (2.89280, -3.61280, 2.92400)  0.257
C (3.51690, 0.14240, -0.18110)  -0.248
O (2.41200, 0.05910, -1.05510)  -0.759
H (4.42870, -0.17800, -0.69380)  0.174
H (3.37880, -0.46240, 0.72000)  0.177
H (3.62770, 1.18630, 0.11440)  0.170
H (2.20750, -0.87940, -1.20090)  0.505
S (-2.10900, 2.44150, 0.18840)  -0.094
C (-2.15600, 2.04300, 1.79280)  -0.055
N (-2.50960, 0.85400, 2.25270)  -0.592
C (-2.42740, 0.61360, 3.67150)  -0.232
C (-2.35740, 1.97820, 4.35340)  -0.531
S (-1.74400, 3.15520, 3.09150)  0.301
H (-2.54960, 0.07010, 1.56890)  0.446
H (-1.54510, 0.00280, 3.89790)  0.215
H (-3.31340, 0.06310, 3.99570)  0.224
H (-1.68040, 1.99460, 5.20110)  0.239
H (-3.33590, 2.33240, 4.67100)  0.228

As for the net charge: 0. As for the multiplicity: 1. Its HOMO-LUMO gap (spin up / spin down) is 6.735 / 6.712 eV. The calculation puts the lowest unoccupied orbital energy (spin up / spin down) at -2.050 / -2.056 eV. The value obtained for the electronic energy is -5380.0097 Ha. As for the HOMO energy (spin up / spin down): -0.32283 / -0.32221 hartree.

***

Record 4
A single C18H18BrN3O2 molecule. Source: OMol25; level of theory: ωB97M-V with the def2-TZVPD basis set.

Each line ends with the natural charge from an NBO analysis.
Geometry (Å):
C (3.57890, 2.07656, 0.85461)  -0.642
C (2.90834, 1.24316, -0.22455)  0.282
C (3.62087, 0.43880, -1.19961)  -0.467
C (4.29752, -0.83801, -0.43632)  0.081
C (5.70770, -0.47136, -0.36794)  -0.258
C (6.25806, -1.64798, 0.49333)  -0.133
C (5.65966, -2.65512, 1.08425)  -0.315
C (4.25433, -2.53045, 0.87069)  -0.061
C (3.54704, -1.69013, 0.07616)  -0.347
N (1.64915, 1.26420, -0.32296)  -0.300
N (0.74156, 1.83416, 0.51719)  -0.423
C (-0.63747, 1.59354, 0.31197)  0.665
O (-1.44874, 2.30810, 1.25734)  -0.713
C (-1.26714, 0.72295, -0.45661)  -0.318
N (-2.63408, 0.79401, -0.65559)  -0.608
C (-3.32265, -0.36518, -0.84529)  0.645
O (-2.67364, -1.43467, -1.17573)  -0.635
C (-4.79517, -0.15571, -0.45027)  -0.068
C (-5.59815, 0.90717, -0.63610)  -0.235
C (-6.83057, 0.59290, -0.39439)  -0.182
C (-7.42981, -0.34444, 0.07741)  -0.135
Br (-9.21622, -0.37042, 0.33324)  0.123
C (-6.72870, -1.62226, -0.02882)  -0.239
C (-5.43393, -1.59210, -0.03804)  -0.174
H (4.47822, 2.03986, 0.74347)  0.188
H (3.33378, 1.72877, 1.95052)  0.234
H (3.17910, 3.21053, 0.86883)  0.209
H (2.84118, -0.01946, -1.62967)  0.234
H (4.22202, 1.09472, -1.71725)  0.217
H (6.26172, 0.15244, -1.00254)  0.230
H (7.45720, -1.38553, 0.48497)  0.195
H (6.11246, -3.44475, 1.57749)  0.237
H (3.66095, -3.55188, 1.38801)  0.191
H (2.53180, -1.64044, 0.14838)  0.239
H (1.06766, 2.64847, 1.02148)  0.402
H (-0.75347, -0.03660, -0.46381)  0.256
H (-0.92438, 1.29343, -1.42321)  0.257
H (-3.14550, 1.59899, 0.18749)  0.459
H (-5.08344, 1.74590, -0.89653)  0.234
H (-7.47453, 1.72273, -0.21843)  0.180
H (-7.23997, -2.59299, 0.42340)  0.229
H (-4.73165, -2.62195, -0.08656)  0.268

As for the net charge: 0. As for the multiplicity: 1. Its HOMO-LUMO gap is 9.211 eV. The calculation puts the lowest unoccupied orbital energy at 0.138 eV. The structure (SMILES) is C/C(Cc1ccccc1)=N\NC(=O)CNC(=O)c1ccc(Br)cc1. The value obtained for the electronic energy is -3584.9340 Ha. As for the HOMO energy: -0.33344 hartree.